[1]
Here is a cluster of 2 separate species, C4H9N2OS in total at a distorted geometry from OMol25. Energies are from ωB97M-V/def2-TZVPD.

The HOMO-LUMO gap is 5.95 eV. As for the charge: -1. The electronic energy is -740.67239 hartree. Its energy relative to the best compared isomer or geometry (same formula, charge and spin) is 95.1 kcal/mol.

Each line ends with the Löwdin charge.
Positions of all 17 atoms, in Å:
C1 0.337902 -1.768185 -0.733375  -0.846
C2 1.693692 -0.478746 0.954395  -0.162
C3 -0.848151 -0.099810 0.461955  -0.133
C4 0.450530 -0.758301 0.182429  -0.438
N1 -1.561149 2.870156 -1.414687  -0.074
N2 -0.782482 2.183306 -2.078321  -0.039
O1 -0.502773 -2.088300 -1.559968  -0.162
S1 1.915956 -2.801184 -0.902110  0.591
H1 1.530448 -0.513259 2.028461  0.045
H2 2.394716 -1.338230 0.692256  -0.008
H3 2.139112 0.507119 0.763292  0.056
H4 -0.930305 1.042192 0.339753  0.049
H5 -1.031377 -0.332684 1.489711  0.040
H6 -1.747042 -0.529429 -0.017911  0.070
H7 1.086105 -3.954111 -0.951979  -0.125
H8 -1.209915 3.801190 -1.036889  0.054
H9 -1.191780 1.407902 -2.687004  0.081

Cartesian forces, eV/Å:
C 1.8 0.8 0.1
C 0.3 -1.0 -0.3
C -0.9 1.7 0.3
C -0.4 -0.5 -1.2
N -1.8 -0.5 -1.1
N 1.2 1.6 -0.7
O -1.6 -0.4 -0.5
S -0.6 -2.3 -0.2
H -0.1 0.0 0.6
H -0.5 1.6 0.6
H 0.1 -0.1 -0.2
H 0.3 -1.5 0.2
H -0.4 0.4 1.3
H 0.8 0.1 -0.4
H 1.2 1.3 -0.1
H 1.0 -1.7 -0.3
H -0.4 0.6 2.0


[2]
Here is a cluster of 6 separate species, C31H30Cl4 in total at a distorted geometry from OMol25. Energies are from ωB97M-V/def2-TZVPD.

The HOMO-LUMO gap is 9.34 eV. The electronic energy is -3039.93473 hartree. Its energy relative to the best compared isomer or geometry (same formula, charge and spin) is 36.2 kcal/mol. Its SMILES is ClC(Cl)(Cl)Cl.c1ccccc1.c1ccccc1.c1ccccc1.c1ccccc1.c1ccccc1.

Each line ends with the Löwdin charge.
Positions of all 65 atoms, in Å:
Cl1 -14.341310 -14.096770 24.940830  0.533
C1 -15.341490 -15.520360 25.184680  -2.027
Cl2 -15.336130 -16.226890 26.820960  0.507
Cl3 -17.040370 -15.138430 24.748060  0.491
Cl4 -14.733010 -16.776990 24.081280  0.492
C2 -16.022110 -12.136280 31.248500  -0.101
C3 -15.950300 -11.794400 32.597920  -0.097
C4 -16.033390 -10.486430 33.048470  -0.099
C5 -16.221170 -9.511400 32.096290  -0.110
C6 -16.386900 -9.847350 30.768540  -0.093
C7 -16.318080 -11.166090 30.338900  -0.099
H1 -15.897560 -13.175310 30.981470  0.100
H2 -15.795040 -12.550730 33.353070  0.096
H3 -15.819570 -10.201430 34.068010  0.102
H4 -16.128520 -8.497760 32.457330  0.101
H5 -16.560640 -9.009340 30.109780  0.100
H6 -16.451670 -11.375950 29.287940  0.102
C8 -20.010350 -21.911800 29.212230  -0.093
C9 -21.292340 -21.614060 29.669620  -0.104
C10 -21.527930 -20.386480 30.253430  -0.094
C11 -20.446130 -19.553000 30.479890  -0.122
C12 -19.173610 -19.851070 30.130120  -0.105
C13 -18.899140 -21.098630 29.528930  -0.069
H7 -19.891990 -22.872410 28.733060  0.093
H8 -22.116780 -22.254870 29.393820  0.099
H9 -22.556610 -20.121360 30.448220  0.102
H10 -20.644750 -18.545240 30.813600  0.101
H11 -18.342620 -19.166290 30.213390  0.100
H12 -17.897680 -21.386010 29.244510  0.094
C14 -19.208620 -8.794120 26.206710  -0.111
C15 -19.697460 -7.577640 26.675390  -0.095
C16 -18.801010 -6.524550 26.858980  -0.088
C17 -17.546430 -6.586410 26.219310  -0.091
C18 -17.135110 -7.760110 25.588830  -0.092
C19 -17.936560 -8.898990 25.693120  -0.104
H13 -19.898090 -9.616880 26.087990  0.099
H14 -20.697560 -7.567600 27.082930  0.098
H15 -19.182310 -5.623460 27.316200  0.095
H16 -16.906440 -5.716470 26.221740  0.095
H17 -16.156330 -7.854710 25.142230  0.097
H18 -17.611160 -9.865620 25.337940  0.098
C20 -8.840440 -16.461050 23.651930  -0.118
C21 -7.854220 -15.535740 23.269470  -0.077
C22 -6.639750 -15.476360 23.964740  -0.071
C23 -6.507600 -16.416610 25.007950  -0.089
C24 -7.448480 -17.407390 25.249530  -0.103
C25 -8.626550 -17.345460 24.612020  -0.148
H19 -9.719370 -16.554080 23.031270  0.104
H20 -8.148000 -15.055510 22.347800  0.095
H21 -5.764740 -14.939670 23.629040  0.096
H22 -5.590450 -16.395010 25.577820  0.095
H23 -7.257280 -18.106780 26.049960  0.105
H24 -9.427550 -17.996470 24.929800  0.111
C26 -8.085840 -15.353200 30.804280  -0.100
C27 -9.322280 -15.701360 30.235250  -0.081
C28 -10.410870 -14.862680 30.447750  -0.099
C29 -10.260040 -13.660370 31.113850  -0.114
C30 -9.084210 -13.355160 31.775860  -0.086
C31 -8.012180 -14.240180 31.604920  -0.107
H25 -7.175740 -15.908290 30.631050  0.099
H26 -9.320340 -16.688010 29.796030  0.096
H27 -11.443310 -15.067600 30.205940  0.097
H28 -11.119510 -13.011050 31.191970  0.099
H29 -9.097150 -12.379150 32.238070  0.100
H30 -7.075940 -13.825730 31.948560  0.097

Cartesian forces, eV/Å:
Cl -0.1 0.0 0.6
C -0.5 -0.6 -0.5
Cl 0.2 0.7 -0.3
Cl 0.5 0.0 0.2
Cl -0.1 0.0 0.0
C -0.3 -0.6 1.2
C 0.3 -0.3 0.7
C 0.4 -0.5 -0.6
C 0.4 0.3 0.5
C -0.2 0.8 0.0
C 0.0 1.0 -0.8
H -0.1 0.0 -0.2
H 0.1 -0.3 -0.1
H -0.2 -0.2 0.2
H -0.4 0.3 -0.4
H 0.0 -0.2 -0.5
H 0.1 -0.1 -0.1
C 0.9 -0.4 1.1
C 0.3 0.5 -0.9
C 0.0 -0.7 -0.1
C -1.4 1.7 0.2
C 1.7 -1.8 -1.0
C -1.7 0.2 -0.3
H 0.3 0.0 -0.2
H 0.0 -0.2 0.1
H 0.1 0.3 0.3
H -0.1 0.1 0.3
H -0.1 0.3 0.4
H 0.0 0.0 -0.1
C -0.8 0.3 -0.6
C 0.9 -0.5 1.1
C -0.3 -0.1 -1.4
C -0.5 -0.1 0.3
C -0.1 -0.3 0.9
C 0.2 0.3 -0.3
H 0.0 -0.2 0.3
H -0.1 0.3 -0.1
H 0.3 0.2 0.1
H 0.1 0.0 0.0
H 0.1 0.2 -0.1
H 0.2 0.0 -0.2
C 0.1 2.1 -2.5
C -0.3 -0.7 -0.1
C -1.1 -1.4 -0.1
C 0.8 0.3 -0.6
C 2.1 1.0 1.8
C -1.8 -2.2 1.5
H -0.3 0.3 0.1
H 0.7 0.8 0.0
H -0.2 0.5 0.1
H 0.1 -0.2 0.1
H -0.1 -0.2 0.0
H -0.1 -0.4 -0.2
C -0.6 0.3 0.0
C 0.7 -0.2 0.9
C -0.2 -0.3 -0.1
C 0.0 -0.2 0.7
C -0.7 -0.4 -1.3
C 0.4 2.2 0.2
H -0.1 -0.3 -0.1
H -0.7 0.1 -0.5
H 0.1 -0.5 -0.7
H -0.1 0.1 0.0
H 0.8 -0.1 0.5
H 0.4 -0.6 0.3


[3]
Here is a cluster of 2 separate species, C5H11N3P in total from OMol25. Energies are from ωB97M-V/def2-TZVPD.

The HOMO-LUMO gap is 9.82 eV. As for the charge: +1. The electronic energy is -702.44380 hartree. Its energy relative to the best compared isomer or geometry (same formula, charge and spin) is 0.0 kcal/mol.

Each line ends with the Löwdin charge.
Positions of all 20 atoms, in Å:
C1 2.447251 -1.746633 0.027578  0.009
C2 1.126863 -2.017099 0.177215  -0.022
C3 1.369860 0.173963 0.220653  -0.238
C4 1.098880 1.617661 0.299824  0.037
C5 -5.156388 -0.503558 -0.355023  -0.437
N1 2.579203 -0.379918 0.057881  -0.098
N2 0.481886 -0.821199 0.303587  0.159
N3 3.732421 0.357926 -0.103892  0.134
P1 -3.665345 -0.195182 0.308217  0.694
H1 3.282300 -2.404485 -0.101980  0.136
H2 0.234961 1.877320 -0.310006  0.101
H3 0.881910 1.916934 1.324701  0.106
H4 1.967806 2.170121 -0.045779  0.089
H5 -5.743643 0.234153 -0.876082  -0.007
H6 0.618378 -2.958299 0.207476  0.136
H7 -5.581388 -1.489737 -0.280767  -0.020
H8 -0.516951 -0.706438 0.432561  0.134
H9 4.375582 -0.100143 -0.745351  0.122
H10 4.205548 0.545237 0.777801  0.128
H11 -3.567225 1.166154 -0.047176  -0.163

Cartesian forces, eV/Å:
C -0.4 -0.5 0.1
C 0.6 -0.5 -0.1
C 0.1 0.3 -0.1
C -0.2 0.2 0.0
C 0.6 0.1 0.2
N -0.7 -0.1 0.2
N 0.2 0.4 0.0
N 0.7 0.5 -0.1
P -0.2 -0.2 -0.1
H 0.1 -0.1 0.0
H 0.0 0.0 0.0
H 0.0 0.0 0.1
H 0.0 0.0 0.0
H -0.1 0.1 0.0
H -0.1 -0.1 0.0
H -0.1 -0.2 0.0
H 0.0 0.1 0.0
H -0.3 0.1 0.1
H -0.2 -0.2 -0.1
H 0.0 0.2 0.0